1.
Density functional theory data (ωB97M-V/def2-TZVPD) for 2 unconnected molecules or ions with the total composition C4H9BrN3.

Cartesian coordinates (Å):
C  -2.020  0.662  -0.781
C  -2.192  0.241  0.639
C  -0.892  0.724  0.272
C  1.295  -0.064  -0.653
N  3.575  -1.686  0.231
N  2.548  -2.080  -0.044
N  0.174  -0.215  0.271
Br  2.440  1.350  -0.006
H  -1.976  -0.217  -1.383
H  -2.454  1.567  -1.159
H  -2.767  0.813  1.287
H  -2.285  -0.792  0.794
H  -0.524  1.750  0.635
H  0.798  0.175  -1.601
H  3.920  -0.678  0.309
H  -0.251  -1.148  0.073
H  0.609  -0.403  1.118

Force components x, y, z for each atom (eV/Å):
1.251 -0.603 1.071
-0.906 0.146 0.030
0.348 3.986 0.083
0.365 0.245 -0.459
0.311 -0.075 0.357
-0.408 1.258 -0.535
-0.336 -2.657 -1.920
-0.161 -0.924 -0.401
-0.012 -0.077 -0.980
0.085 0.127 -0.102
-0.975 0.946 1.092
-0.247 -1.349 0.254
-0.758 -1.700 -0.665
0.908 -0.023 -0.174
-0.327 -0.010 -0.234
0.334 0.513 -0.227
0.529 0.197 2.811

Calculated values
- HOMO (spin up / spin down): -0.48212 / -0.46628 hartree
- Energy relative to the best compared isomer or geometry (same formula, charge and spin): 103.80 kcal/mol
- Charge: +1
- LUMO energy (spin up / spin down): -4.5 / -5.1 eV

***

2.
Density functional theory data (ωB97M-V/def2-TZVPD) for 2 unconnected molecules or ions with the total composition C4H9BrN3O.

Cartesian coordinates (Å):
C  -0.938  1.818  0.711
C  1.981  -1.004  -0.147
C  1.034  -3.084  -1.201
C  -0.173  1.578  -0.401
N  -2.174  1.153  0.828
N  1.080  -1.664  -0.756
N  -0.587  2.649  1.829
O  2.800  -0.401  0.361
Br  -0.869  0.563  -1.864
H  -0.103  -3.204  -1.262
H  1.575  -3.069  -2.151
H  1.398  -3.769  -0.471
H  0.850  2.023  -0.590
H  -2.303  0.265  0.384
H  -2.585  1.151  1.834
H  0.408  -1.067  -1.379
H  0.064  3.338  1.829
H  -1.458  2.724  2.445

Force components x, y, z for each atom (eV/Å):
0.117 -0.302 0.508
-0.397 -0.482 -0.697
-1.996 0.793 -0.380
1.634 0.883 0.407
-0.245 1.410 3.347
0.290 1.489 0.027
-5.480 -4.587 -0.552
-0.406 -0.313 0.041
0.117 0.188 0.178
1.808 -0.422 -0.472
-0.390 -0.708 0.122
0.531 -0.302 0.461
-1.687 -0.460 0.208
0.217 -0.091 -0.268
0.990 -0.024 -2.598
0.526 0.098 1.064
2.009 2.348 -0.378
2.365 0.483 -1.018

Calculated values
- HOMO: -0.42727 hartree
- Energy relative to the best compared isomer or geometry (same formula, charge and spin): 28.07 kcal/mol
- Charge: +1
- LUMO energy: -4.3 eV

***

3.
Density functional theory data (ωB97M-V/def2-TZVPD) for 4 unconnected molecules or ions with the total composition C4H9Cl4N3O6.

Cartesian coordinates (Å):
C  -4.062  0.647  2.750
Cl  -2.572  0.202  3.614
Cl  -3.674  0.595  1.050
Cl  -5.334  -0.530  3.100
Cl  -4.564  2.273  3.205
C  0.851  0.019  1.938
N  0.171  -0.841  0.961
O  -0.729  -1.513  1.438
O  0.513  -0.826  -0.219
H  0.099  0.246  2.694
H  1.199  0.969  1.534
H  1.662  -0.566  2.372
C  0.017  4.282  -1.410
N  0.184  3.178  -0.404
O  -0.790  2.595  0.033
O  1.312  2.939  -0.031
H  0.362  5.238  -1.016
H  -1.040  4.486  -1.578
H  0.416  3.964  -2.374
C  2.146  -3.275  -2.550
N  2.478  -4.700  -2.493
O  3.168  -5.102  -3.356
O  2.039  -5.354  -1.534
H  1.449  -3.140  -3.378
H  3.067  -2.722  -2.736
H  1.632  -3.065  -1.611

Force components x, y, z for each atom (eV/Å):
0.934 -0.441 -0.087
-0.453 0.089 0.180
-0.107 0.075 -0.432
-0.154 0.070 0.167
-0.215 0.186 0.177
-0.558 -0.094 -0.380
2.131 3.499 2.733
-3.678 -3.112 1.501
1.407 -0.150 -4.230
0.212 -0.071 0.192
0.182 -0.272 -0.321
0.394 0.073 0.322
-1.299 0.223 -0.281
-0.194 -0.403 0.798
-0.127 0.681 -0.648
0.429 0.484 -0.421
0.833 -0.473 -0.011
-0.146 -0.613 0.210
0.501 0.144 0.392
-0.857 0.448 0.565
-1.695 0.293 2.979
1.768 -1.697 -2.136
0.585 0.505 -1.362
0.118 -0.006 0.000
-0.215 -0.043 0.191
0.205 0.605 -0.099

Calculated values
- Multiplicity: 2
- HOMO (spin up / spin down): -0.00104 / -0.14943 hartree
- Charge: -1
- LUMO energy (spin up / spin down): 2.5 / 2.4 eV

***

4.
Density functional theory data (ωB97M-V/def2-TZVPD) for a gas-phase ion, C4H9ClN4 (charge +2).

Cartesian coordinates (Å):
N  -1.126  0.361  -1.678
C  -0.675  -0.108  -0.476
C  -0.126  0.643  0.547
N  -0.384  2.092  0.624
N  -0.468  -1.506  -0.348
C  0.414  -2.064  0.556
N  1.651  -1.456  0.538
C  2.120  -0.400  0.269
Cl  2.979  0.909  -0.169
H  -1.473  1.268  -1.932
H  -1.557  -0.244  -2.317
H  0.040  0.319  1.520
H  -0.903  2.304  1.438
H  -0.887  2.391  -0.229
H  0.461  2.798  0.606
H  -0.838  -2.153  -1.029
H  0.613  -3.144  0.484
H  0.159  -2.011  1.594

Force components x, y, z for each atom (eV/Å):
0.288 -0.001 1.051
0.979 -1.304 -0.119
-0.632 1.256 -1.079
2.109 1.601 -2.746
-1.704 1.684 -1.515
-0.531 -2.428 1.760
4.483 4.291 -1.417
-0.875 -1.643 0.333
0.059 -0.953 0.364
0.221 0.619 0.798
-0.365 -1.576 -0.787
0.203 -1.147 1.272
-1.082 0.551 1.139
-0.235 0.079 0.779
-1.349 -1.893 0.292
-0.115 0.349 -0.268
-0.615 0.205 -0.793
-0.839 0.310 0.934

Calculated values
- Structure (SMILES): N/C(=C\[NH3+])NC[N+]#CCl
- HOMO: -0.63865 hartree
- Energy relative to the best compared isomer or geometry (same formula, charge and spin): 52.50 kcal/mol
- Charge: +2
- LUMO energy: -8.2 eV

***

5.
Density functional theory data (ωB97M-V/def2-TZVPD) for a gas-phase ion, C4H9ClNO (charge +1).

Cartesian coordinates (Å):
C  1.015  0.730  -0.875
C  0.026  -0.017  -0.007
C  0.410  -0.073  1.458
N  -0.262  -1.372  -0.553
C  -1.485  0.756  -0.101
O  -2.359  0.120  -0.611
Cl  -1.576  2.312  0.509
H  2.021  0.337  -0.734
H  1.033  1.780  -0.594
H  0.750  0.669  -1.929
H  1.394  -0.520  1.593
H  -0.321  -0.635  2.035
H  0.446  0.934  1.863
H  0.362  -1.610  -1.332
H  -1.260  -1.317  -0.894
H  -0.193  -2.096  0.172

Force components x, y, z for each atom (eV/Å):
0.058 -0.100 -0.050
-1.693 2.103 0.550
0.108 -0.133 -0.048
-0.377 -0.265 -0.234
2.020 -2.542 -0.671
-0.208 0.462 0.169
-0.131 0.602 0.207
0.067 -0.058 -0.015
-0.004 0.028 0.041
-0.023 0.032 -0.106
0.084 -0.063 -0.016
-0.088 -0.080 0.116
0.041 0.038 -0.011
-0.203 -0.015 0.205
0.388 -0.134 0.111
-0.040 0.126 -0.248

Calculated values
- Structure (SMILES): CC(C)([NH3+])C(=O)Cl
- HOMO: -0.56141 hartree
- Energy relative to the best compared isomer or geometry (same formula, charge and spin): 0.00 kcal/mol
- Charge: +1
- LUMO energy: -3.5 eV

***

6.
Density functional theory data (ωB97M-V/def2-TZVPD) for C4H9ClO in the gas phase.

Cartesian coordinates (Å):
C  1.823  1.062  -0.253
C  0.752  -0.015  -0.315
Cl  1.492  -1.595  -0.123
C  -0.369  0.161  0.684
C  -1.583  -0.749  0.381
O  -2.186  -0.260  -0.789
H  2.505  0.834  -1.046
H  1.444  2.051  -0.316
H  2.232  0.901  0.710
H  0.393  0.015  -1.360
H  0.040  -0.085  1.646
H  -0.660  1.238  0.729
H  -1.288  -1.846  0.267
H  -2.322  -0.760  1.205
H  -2.273  -0.953  -1.421

Force components x, y, z for each atom (eV/Å):
-0.565 -1.521 0.231
-0.871 1.329 -1.673
0.472 -0.855 0.111
-0.633 -0.098 -0.169
0.572 -0.827 0.628
-0.320 0.765 0.018
0.737 0.244 -0.201
-0.520 0.821 -0.236
1.189 0.317 0.966
-0.342 -0.267 0.583
0.142 -0.130 0.736
-0.073 -0.801 -0.219
-0.003 1.409 0.075
0.359 0.317 -0.209
-0.143 -0.702 -0.641

Calculated values
- Structure (SMILES): C[C@@H](Cl)CCO
- HOMO: -0.38184 hartree
- Energy relative to the best compared isomer or geometry (same formula, charge and spin): 6.76 kcal/mol
- Charge: 0
- LUMO energy: 0.9 eV

***

7.
Density functional theory data (ωB97M-V/def2-TZVPD) for C4H9ClO in the gas phase.

Cartesian coordinates (Å):
C  1.812  -1.129  -0.492
O  1.029  -0.056  -0.148
C  0.231  -0.058  0.959
C  -1.201  0.373  0.537
C  -1.187  1.364  -0.686
Cl  -2.094  -1.360  -0.180
H  1.208  -1.953  -0.671
H  2.284  -0.652  -1.365
H  2.454  -1.467  0.316
H  0.583  0.600  1.706
H  0.215  -1.002  1.519
H  -1.929  0.427  1.347
H  -0.360  1.176  -1.337
H  -1.023  2.320  -0.160
H  -2.022  1.417  -1.344

Force components x, y, z for each atom (eV/Å):
1.020 1.029 -0.010
-0.327 1.816 0.271
-1.966 -0.859 0.075
-0.365 -2.413 -2.295
0.333 -0.022 2.551
1.012 1.494 0.500
-1.172 -1.777 -1.131
0.617 -1.419 0.160
0.807 0.379 0.060
0.525 1.494 0.789
-0.268 -0.287 -0.497
0.360 0.850 -0.196
0.662 -0.267 0.065
-0.080 0.129 -0.595
-1.159 -0.149 0.254

Calculated values
- Structure (SMILES): COC[C@@H](C)Cl
- HOMO: -0.36357 hartree
- Energy relative to the best compared isomer or geometry (same formula, charge and spin): 40.57 kcal/mol
- Charge: 0
- LUMO energy: 0.9 eV

***

8.
Density functional theory data (ωB97M-V/def2-TZVPD) for 4 unconnected molecules or ions with the total composition C4H9F.

Cartesian coordinates (Å):
C  1.176  0.900  1.469
C  0.022  0.143  0.634
C  0.233  -0.041  -0.935
C  -1.044  -1.002  -1.329
H  2.428  0.268  2.066
H  -0.003  1.847  2.558
H  1.590  1.590  0.257
H  -1.029  0.535  0.620
H  -0.235  -0.963  0.988
H  0.608  0.829  -1.415
H  1.055  -0.662  -1.175
H  -1.409  -1.186  -2.422
H  -1.025  -1.766  -0.704
F  -2.368  -0.493  -0.612

Force components x, y, z for each atom (eV/Å):
-0.126 1.342 -2.452
-0.328 -2.850 -0.012
-1.967 -2.197 1.722
-2.075 5.860 -2.221
-4.439 1.894 -1.794
3.216 -1.810 -2.129
-0.642 -1.158 4.520
1.391 0.611 0.895
0.966 2.147 -0.142
-1.179 1.404 -0.839
1.027 -1.389 0.207
1.118 0.416 2.150
0.960 -4.160 1.848
2.076 -0.109 -1.752

Calculated values
- HOMO: -0.36578 hartree
- Energy relative to the best compared isomer or geometry (same formula, charge and spin): 211.14 kcal/mol
- Charge: 0
- LUMO energy: -0.3 eV

***

9.
Density functional theory data (ωB97M-V/def2-TZVPD) for 2 unconnected molecules or ions with the total composition C4H9F.

Cartesian coordinates (Å):
C  0.176  0.651  -1.078
C  0.707  0.073  0.043
C  1.457  -1.279  0.130
H  -0.253  1.603  -1.041
H  0.205  0.129  -2.062
H  0.746  0.608  0.986
H  1.710  -1.772  -0.760
H  2.277  -1.292  0.878
H  0.667  -1.771  0.777
C  -3.691  0.267  -0.047
F  -2.602  -0.402  0.244
H  -4.453  -0.564  -0.410
H  -3.988  0.893  0.788
H  -3.304  0.800  -0.952

Force components x, y, z for each atom (eV/Å):
1.634 -2.824 1.137
1.121 0.503 -2.360
-2.336 1.349 3.328
-0.720 1.221 0.091
0.002 0.449 0.911
-0.389 0.143 -0.055
0.041 -0.640 -1.137
-0.050 0.531 -0.840
0.750 -0.695 -1.111
-1.987 -0.595 -3.283
3.064 -2.238 1.974
0.786 2.130 0.931
-0.429 0.094 -0.116
-1.486 0.574 0.530

Calculated values
- Structure (SMILES): C=CC.CF
- HOMO: -0.33530 hartree
- Energy relative to the best compared isomer or geometry (same formula, charge and spin): 56.52 kcal/mol
- Charge: 0
- LUMO energy: 1.2 eV

***

10.
Density functional theory data (ωB97M-V/def2-TZVPD) for 2 unconnected molecules or ions with the total composition C4H9F3N2O.

Cartesian coordinates (Å):
N  -0.898  0.598  0.349
C  -1.793  -0.362  -0.021
O  -1.589  -1.543  -0.128
C  -3.340  0.099  -0.171
F  -3.736  0.119  -1.418
F  -3.667  1.289  0.261
F  -4.059  -0.713  0.605
H  0.109  0.317  0.297
H  -1.057  1.550  0.157
C  1.999  0.569  -0.921
N  1.808  0.372  0.487
C  1.897  -1.011  0.880
H  1.218  0.105  -1.551
H  2.136  1.574  -1.345
H  2.925  0.170  -1.373
H  2.540  1.004  0.899
H  1.043  -1.513  0.216
H  2.868  -1.592  0.800
H  1.598  -1.030  1.978

Force components x, y, z for each atom (eV/Å):
0.128 -2.185 -0.653
-1.249 1.224 0.404
0.372 -0.090 -0.180
1.382 -0.475 1.153
-0.311 -1.206 -1.518
0.614 2.319 1.047
-0.300 -1.010 -0.503
-0.960 0.703 0.628
-0.569 1.068 -0.114
0.782 -0.434 -3.051
2.498 2.046 -0.191
-1.708 -1.603 0.523
-0.048 0.090 0.546
-0.761 0.402 1.137
0.077 -0.693 0.638
-1.177 -1.141 0.218
1.910 0.418 1.696
-0.868 0.933 -0.388
0.190 -0.367 -1.391

Calculated values
- Structure (SMILES): NC(=O)C(F)(F)F.CNC
- HOMO: -0.36322 hartree
- Energy relative to the best compared isomer or geometry (same formula, charge and spin): 16.54 kcal/mol
- Charge: 0
- LUMO energy: 0.7 eV

***

11.
Density functional theory data (ωB97M-V/def2-TZVPD) for 2 unconnected molecules or ions with the total composition C4H9FN.

Cartesian coordinates (Å):
C  -1.182  0.809  0.111
C  -2.087  0.983  -0.977
C  1.369  -0.150  1.439
C  1.078  -1.211  -0.677
N  1.113  -0.045  0.076
F  -1.385  1.398  1.232
H  -1.582  1.693  -1.656
H  -2.165  0.071  -1.574
H  -3.064  1.392  -0.707
H  0.843  0.630  1.996
H  2.427  0.139  1.564
H  1.204  -1.140  1.884
H  0.681  -2.099  -0.168
H  2.139  -1.430  -0.897
H  0.610  -1.038  -1.648

Force components x, y, z for each atom (eV/Å):
2.134 -0.823 0.972
-0.712 0.335 -0.396
0.200 -0.228 1.190
-0.209 -1.076 -0.648
-1.630 1.833 -0.376
-0.145 -0.208 -0.940
0.112 0.059 0.094
0.060 -0.044 0.146
0.051 -0.005 0.052
0.046 -0.051 -0.029
0.003 -0.082 -0.095
-0.022 0.147 -0.077
-0.013 0.131 -0.029
0.053 0.090 0.035
0.072 -0.076 0.100

Calculated values
- HOMO (spin up / spin down): -0.53488 / -0.52154 hartree
- Energy relative to the best compared isomer or geometry (same formula, charge and spin): 135.92 kcal/mol
- Charge: +1
- LUMO energy (spin up / spin down): -5.9 / -6.5 eV

***

12.
Density functional theory data (ωB97M-V/def2-TZVPD) for C4H9FN2 in the gas phase.

Cartesian coordinates (Å):
H  1.345  -1.054  2.213
N  1.090  -1.196  1.224
C  0.317  -0.267  0.809
C  -0.130  0.904  1.679
F  0.357  2.105  1.176
N  -0.204  -0.314  -0.455
C  -0.691  0.873  -1.149
C  0.272  -1.387  -1.310
H  -1.242  0.984  1.759
H  0.293  0.764  2.717
H  -1.199  1.550  -0.463
H  -1.440  0.564  -1.932
H  0.113  1.415  -1.643
H  0.280  -2.306  -0.755
H  1.256  -1.173  -1.697
H  -0.417  -1.461  -2.174

Force components x, y, z for each atom (eV/Å):
-0.204 -0.029 -0.674
0.205 0.023 0.725
-0.247 0.374 0.101
-0.121 -0.302 1.111
0.018 -0.011 0.104
-0.093 0.086 -0.162
-0.903 -0.513 -0.415
-0.979 0.483 -0.622
0.801 -0.101 -0.173
-0.433 0.187 -1.106
0.085 -0.067 -0.102
0.765 0.220 0.780
0.139 0.126 -0.077
0.101 -0.386 0.130
0.568 -0.031 -0.083
0.298 -0.061 0.461

Calculated values
- Structure (SMILES): [H]/N=C(\CF)N(C)C
- HOMO: -0.32184 hartree
- Energy relative to the best compared isomer or geometry (same formula, charge and spin): 16.71 kcal/mol
- Charge: 0
- LUMO energy: 1.0 eV

***

no.,molar mass (g mol⁻¹)
1,179.04
2,195.04
3,336.94
4,148.60
5,122.58
6,108.57
7,108.57
8,76.11
9,76.11
10,158.12
11,90.12
12,104.13